This record from the OMol25 dataset describes 11 unconnected molecules or ions with the total composition C5H30N3O10. The level of theory is wB97M-V/def2-TZVPD.

Structure (XYZ):
```
48
Properties=species:S:1:pos:R:3:forces:R:3:nbo_charge:R:1
O 3.067477 1.392401 1.935266 -1.282 3.055 -1.475 -0.9676
H -3.030491 2.428445 1.364219 -0.346 0.044 0.237 0.5051
H 1.661502 -0.379166 2.673371 0.968 0.249 0.710 0.4966
H -1.166240 3.577005 0.921261 0.833 0.965 -0.663 0.5027
H 3.864280 0.114544 -3.207801 1.342 -0.236 -0.762 0.2066
H -3.384673 -1.371712 -1.971245 -0.364 -0.444 -0.230 0.4200
H 3.048896 -3.543535 -1.637356 1.341 -0.464 0.361 0.4817
O -1.138102 -3.478941 -0.276061 1.511 0.617 1.700 -1.0304
H -1.187156 -0.037463 4.029519 -0.171 0.065 0.553 0.4860
H 0.072436 -1.421630 -0.483788 -1.020 1.931 -1.185 0.2416
H -1.602526 -4.242832 0.029018 -0.875 -1.097 -0.219 0.4772
H -2.175106 -2.185038 -1.038025 -0.199 -0.559 -0.068 0.4722
H -0.475375 0.015242 2.651827 -1.417 -1.131 0.942 0.5124
O -1.203810 -0.478089 3.184117 1.282 1.082 -1.482 -1.0066
H 2.300311 4.383950 0.661194 -1.287 -1.730 -1.931 0.4841
H -3.014321 -0.956286 -0.406157 -0.576 0.484 1.319 0.4530
H 0.658145 -2.231023 1.848537 0.364 -0.071 -0.251 0.4976
H 1.592068 -4.057088 -1.704985 1.332 1.902 -0.450 0.4981
H -3.725255 0.275973 1.001117 -0.204 1.269 0.766 0.5170
H -0.605368 -3.315140 0.637992 -1.142 0.525 -1.857 0.5139
O -3.606091 -0.673509 0.950012 0.121 -1.682 0.862 -0.9856
H -4.388034 2.175071 2.078094 -0.679 0.372 0.992 0.4827
H 2.506737 3.746283 -0.795167 -1.477 -0.307 1.691 0.5096
O -0.150300 -2.735103 1.995564 1.637 -1.608 -0.885 -0.9460
C 1.019214 0.132215 -1.563854 0.709 -0.152 -2.702 0.0579
N 2.564602 1.607626 -2.292444 1.286 -1.413 -2.290 -0.5018
H -0.331348 0.191954 -0.047875 -0.956 0.907 0.713 0.2317
C 1.330574 1.466620 -1.748354 0.435 -2.420 0.447 -0.0723
N -2.650045 -1.300349 -1.289593 2.239 1.195 -1.672 -0.7205
C -1.525521 -0.457182 -1.879290 3.034 0.020 -0.917 -0.2500
O 1.869055 3.703263 0.005349 2.872 2.068 0.507 -0.9838
O 2.190936 -3.250506 -1.877924 -2.728 -1.880 0.155 -0.9648
H 3.790526 1.250185 1.335365 0.945 -0.305 -0.300 0.4772
H -1.602503 0.685793 -2.077278 -1.365 -2.250 -0.217 0.2472
H 2.091794 -1.521970 -2.731711 -0.656 0.085 1.169 0.4579
H -3.312594 -1.019103 1.822347 -0.162 0.676 -0.817 0.5133
N 2.046562 -0.607931 -2.273459 0.771 3.166 -0.709 -0.5391
H 2.654966 2.238051 1.473071 0.877 -2.259 1.348 0.4999
O -1.760880 3.432807 1.634492 -1.064 -0.067 1.744 -0.9673
H -1.186186 -1.101471 -2.816417 -0.745 1.927 1.666 0.2259
O 1.130663 -0.223185 1.909453 -0.588 0.039 -2.117 -1.0056
C 2.970114 0.366645 -2.744236 -4.856 1.682 4.056 0.1772
C -0.236992 -0.363049 -0.944129 0.800 -4.544 0.405 -0.4664
O -3.873412 1.925224 1.334507 0.595 -0.506 -1.301 -0.9896
H 0.610793 2.235435 -1.535285 0.486 0.558 0.380 0.2082
H -0.640509 -2.082955 2.441640 -1.771 1.424 1.329 0.5063
H -2.010600 4.227135 2.160467 0.759 -0.610 -1.107 0.5094
H 1.709376 0.239539 1.233487 -0.611 -0.569 1.556 0.5269
```
Forces are in eV/Å.

As for the energy above the lowest of the compared OMol25 structures with the same formula, charge and spin: 1.238 eV. As for the net charge: +1. The calculation puts the HOMO energy at -11.23 eV. Its orbital gap is 8.900 eV. For the total energy, the calculation gives -30610.8105 eV. The multiplicity is 1.

***

This record from the OMol25 dataset describes 10 unconnected molecules or ions with the total composition C5H30NO11. The level of theory is wB97M-V/def2-TZVPD.

Structure (XYZ):
```
47
Properties=species:S:1:pos:R:3:forces:R:3:nbo_charge:R:1
H 2.028154 -1.251672 -2.461902 -1.499 -0.735 0.210 0.1616
C 0.149006 2.924868 1.376541 1.224 -1.941 2.191 -0.0775
O -0.858248 -2.758677 -0.067937 3.627 -0.953 -2.587 -1.0296
H -2.185258 -2.470070 -1.293574 -0.368 0.716 -0.532 0.5080
H -0.267529 -0.756693 0.054879 0.673 0.561 -0.264 0.2197
H 1.065572 0.553081 0.295847 -1.529 -1.081 -0.960 0.1931
H 3.655061 0.377315 -1.096510 -0.602 0.121 0.647 0.5109
H 0.861427 2.050265 1.355688 -0.966 0.190 0.636 0.1573
O -0.167118 -0.049212 2.815247 -2.741 0.382 -1.757 -0.9717
H -0.421523 3.263280 -0.637376 1.167 0.778 -1.684 0.2124
O -0.420438 3.115518 2.756572 0.391 -0.103 -2.284 -0.7373
H -2.179776 -2.177720 3.372047 -0.979 -0.233 0.989 0.4621
H 0.663390 -0.365386 3.088120 2.665 -0.414 0.977 0.5028
H -1.779281 0.826462 0.442747 -1.265 -0.791 1.279 0.1857
H -1.651577 3.312376 0.457123 -0.789 -0.359 -0.067 0.2143
O -2.752986 -1.784092 -1.740618 1.178 -2.804 -0.976 -0.9819
H -1.415872 1.324344 -1.183130 -0.457 -0.337 -0.402 0.2273
H -1.096000 2.446852 2.885023 0.045 -0.399 0.029 0.4691
H 1.370526 0.586633 -1.816817 -0.039 -0.291 -0.391 0.4028
H 2.583047 0.652286 2.790482 -0.125 -0.423 0.079 0.4636
N 0.570561 -0.035122 -1.703699 0.362 -0.789 0.098 -0.6985
H 2.425706 -1.592385 -0.162828 -0.495 0.222 -0.503 0.5452
H -2.018639 -1.319245 -3.664088 -0.591 -0.615 0.515 0.4853
H -0.695876 -2.530331 0.803542 -1.056 0.368 3.411 0.4703
H 0.905806 3.650451 1.364478 0.381 1.975 -0.527 0.1779
O -3.717593 0.614472 -1.850451 -0.395 1.061 2.874 -0.9617
O 3.241198 -0.626944 0.513619 -2.965 -0.791 -1.480 -1.2472
C -1.032742 1.187645 -0.186649 1.974 2.792 -1.357 -0.4318
H -1.080646 -1.510821 2.722779 1.391 1.850 0.330 0.4773
H -2.930338 -1.239285 -1.014611 -0.721 1.209 1.413 0.4602
H 0.349562 -2.028504 -2.329665 -0.096 -0.599 0.274 0.1762
C 0.161915 0.179426 -0.353233 -0.736 1.728 2.679 -0.2784
C -0.759012 2.754793 0.200751 -0.797 -2.062 1.708 -0.4387
H -3.342498 0.341493 -2.663776 1.126 -0.647 -1.093 0.4927
O -1.613285 -0.577514 -4.096999 1.459 0.733 0.302 -0.9864
O 1.604082 -2.057480 -0.629082 -1.100 -0.262 -0.814 -0.8257
O 3.192007 1.189240 -1.373450 -0.388 1.869 1.173 -0.9858
O -1.640370 -2.248205 2.607979 -0.807 -1.858 -0.921 -0.9730
H 2.506480 -0.622800 1.960227 0.666 -0.073 -0.974 0.5113
H -0.833930 -0.417107 -3.496411 -0.921 0.167 -0.612 0.4901
H 0.245132 -2.710210 -0.208332 -2.571 -0.184 -0.698 0.5076
O 2.411504 -0.298263 2.879026 -0.094 0.503 1.421 -1.0046
H -0.110737 -0.235593 1.850820 -0.037 0.588 0.705 0.4740
H -3.039869 0.516086 -1.118891 -1.135 0.404 -1.957 0.4651
H 2.897225 1.623828 -0.495571 0.935 -1.512 -2.095 0.4764
H 4.036526 -0.400237 0.877486 3.288 0.377 1.378 0.4455
C 1.087255 -1.427146 -1.825421 3.713 1.658 -0.379 0.0839
```
Forces are in eV/Å.

As for the energy above the lowest of the compared OMol25 structures with the same formula, charge and spin: 3.523 eV. As for the net charge: -1. The calculation puts the HOMO energy at -6.29 eV. Its orbital gap is 9.178 eV. For the total energy, the calculation gives -29684.0437 eV. The multiplicity is 1.

***

This record from the OMol25 dataset describes 11 unconnected molecules or ions with the total composition C5H30NO12. The level of theory is wB97M-V/def2-TZVPD.

Structure (XYZ):
```
48
Properties=species:S:1:pos:R:3:forces:R:3:nbo_charge:R:1
O -2.245602 0.626413 -3.302499 0.284 -0.161 0.984 -0.9745
O -1.124174 -1.839183 -3.990472 -0.237 -0.498 -0.019 -0.9896
H -1.184684 -2.119794 -3.056199 0.087 -0.173 -0.174 0.4990
H 1.667440 -1.947079 2.603985 0.196 -0.249 -0.427 0.2401
H -1.141430 2.577409 1.972521 -0.333 -0.144 0.038 0.4931
O -1.587994 1.947241 2.582685 0.032 -0.678 0.550 -1.0224
H -4.151024 -1.466684 -1.324291 -0.007 0.423 -0.243 0.5075
H -1.283418 -3.071106 -0.588453 -0.046 -0.021 0.070 0.5061
H 3.372968 -2.089311 -0.408808 0.228 0.541 0.741 0.2450
C 2.483864 -1.613027 0.040634 0.062 -1.247 -1.924 -0.2463
C 1.931300 -0.685045 -1.074210 0.281 -0.260 -0.137 -0.4299
H -2.899646 -0.527436 0.467342 0.208 -0.392 0.522 0.5051
H -2.158868 -0.226377 -3.764536 0.237 0.045 -0.139 0.5072
H -2.307492 2.473252 2.939960 -0.169 -0.176 0.267 0.4940
O -0.221704 2.047070 -1.567748 -0.630 -0.533 -0.783 -0.7205
C 0.713410 0.049967 -0.580340 -1.563 0.894 1.077 -0.5409
H 1.387070 1.943063 3.436402 -0.624 0.322 0.138 0.4920
H -1.445584 0.665271 -2.738326 -0.547 0.112 -0.648 0.4664
H 0.605606 0.006417 0.523992 0.356 0.164 -0.426 0.2479
O 4.002272 1.893383 0.326009 0.299 -0.170 0.523 -0.9852
H -1.316150 2.807086 -0.022020 0.331 0.456 -0.429 0.5081
O -1.127669 3.386061 0.721000 -0.334 0.493 0.190 -0.9495
C 0.797920 1.507526 -0.895665 1.516 0.015 0.966 0.8300
H -3.352858 -0.116262 -1.670851 -0.344 -0.196 -0.574 0.5197
O -3.729816 -0.672850 -0.967465 0.123 -0.026 0.109 -0.9862
H -1.255942 -3.143978 2.628025 0.031 -0.020 -0.246 0.4822
H -0.491477 4.072853 0.545415 0.283 0.135 -0.707 0.5022
H 2.767304 -0.017732 -1.345781 -0.432 0.162 0.451 0.2480
H -2.146760 0.267582 1.551536 0.111 0.225 0.529 0.5015
H 3.246714 2.503366 0.396782 0.687 -0.301 -0.245 0.5075
O 1.760738 2.129627 -0.517508 -1.313 0.630 -0.788 -0.6232
O -0.847008 -2.859857 1.800113 0.234 0.201 -0.041 -1.0123
H -1.310708 -2.025244 1.568020 -0.081 -0.136 0.225 0.5053
H -2.149888 -1.885161 -1.076011 0.026 -0.270 0.140 0.4866
N 2.757302 -0.829162 1.231379 -0.029 0.090 -0.519 -0.4258
H 3.180126 0.095010 1.038000 0.436 -0.120 0.326 0.4786
H 0.051474 2.781031 -2.133668 0.156 0.379 0.229 0.5259
H 1.676248 -1.118963 -2.055478 0.261 -0.748 0.711 0.2639
H 1.895056 -2.491668 0.320708 -0.527 0.475 0.010 0.2362
H 2.544698 -0.431360 3.201662 0.077 0.000 -0.055 0.2448
H 4.823318 2.395255 0.343898 -0.089 0.026 0.134 0.4890
H -0.265998 -0.309236 -0.869141 0.078 -0.621 -0.621 0.2401
O -2.280014 -0.631993 1.231089 -0.154 0.363 -0.600 -1.0224
H 0.054711 1.169701 2.926109 0.061 0.791 0.604 0.5198
O 1.021820 1.159597 3.026947 0.487 -0.983 -0.595 -1.0132
O -1.631684 -2.647629 -1.383756 0.057 0.254 0.078 -0.9896
H -1.403744 -2.632971 -4.480845 0.188 0.514 0.154 0.4866
C 2.319976 -1.105096 2.389857 0.045 0.415 0.573 0.1523
```
Forces are in eV/Å.

As for the energy above the lowest of the compared OMol25 structures with the same formula, charge and spin: 1.436 eV. As for the net charge: +1. The calculation puts the HOMO energy at -13.92 eV. Its orbital gap is 10.328 eV. For the total energy, the calculation gives -31726.9025 eV. The multiplicity is 1.

***

What is the net charge in the first record?
+1